{"formula": "C26H23NO2PPtS2", "method": "wB97M-V/def2-TZVPD", "symbols": ["Pt", "S", "C", "N", "C", "C", "C", "C", "C", "C", "S", "H", "H", "H", "H", "O", "P", "C", "C", "C", "C", "C", "C", "C", "C", "C", "C", "C", "C", "C", "C", "C", "C", "C", "C", "H", "H", "H", "H", "H", "H", "H", "H", "H", "H", "H", "H", "H", "H", "H", "C", "O", "H", "H", "H", "H"], "xyz": [[0.398071, -1.671252, 0.333375], [2.850071, -1.671252, 0.451975], [1.863371, -1.671252, 2.076875], [0.516671, -1.671252, 2.358575], [0.302571, -1.671252, 3.721075], [-0.962029, -1.671252, 4.348475], [-1.055129, -1.671252, 5.743975], [0.097071, -1.671252, 6.521975], [1.361771, -1.671252, 5.924675], [1.443171, -1.671252, 4.519275], [2.846871, -1.671252, 3.530675], [-1.851629, -1.671252, 3.727575], [-2.033729, -1.671252, 6.215375], [0.017971, -1.671252, 7.605975], [2.264071, -1.671252, 6.527575], [0.398071, 0.276548, 0.333375], [0.018771, 0.983048, -0.958225], [-1.648229, 0.524448, -1.473725], [-2.546229, 1.441248, -2.039325], [-3.821329, 1.031948, -2.435025], [-4.212729, -0.295452, -2.270925], [-3.332329, -1.216152, -1.707925], [-2.058929, -0.808452, -1.310625], [1.153871, 0.541848, -2.289425], [2.511571, 0.356748, -1.983325], [3.429071, 0.028948, -2.981525], [3.000271, -0.120152, -4.298325], [1.655171, 0.056648, -4.617025], [0.735671, 0.386048, -3.619125], [0.070771, 2.774148, -0.749825], [-0.350529, 3.321748, 0.472475], [-0.342929, 4.701648, 0.676175], [0.088371, 5.551848, -0.339225], [0.513471, 5.023148, -1.556525], [0.505271, 3.641948, -1.762325], [-2.267129, 2.482948, -2.175525], [-4.512329, 1.751048, -2.868225], [-5.206929, -0.611452, -2.576725], [-3.637529, -2.250752, -1.573125], [-1.377129, -1.530752, -0.863325], [2.850971, 0.464548, -0.953925], [4.476871, -0.114452, -2.729525], [3.714171, -0.379652, -5.075925], [1.320971, -0.066252, -5.644325], [-0.308329, 0.516048, -3.893125], [-0.681329, 2.660948, 1.272875], [-0.669029, 5.111348, 1.628875], [0.098671, 6.627048, -0.179725], [0.856371, 5.687748, -2.345825], [0.844771, 3.255148, -2.719725], [0.398071, -4.974652, 0.333375], [0.398071, -3.650152, 0.333375], [1.378671, -5.480152, 0.333375], [-0.092229, -5.480152, -0.515925], [-0.092229, -5.480152, 1.182675], [-1.319729, -1.671252, 0.333375]], "forces_ev_per_angstrom": [[-4.27, -1.95, -6.41], [-1.54, -0.13, 2.78], [0.01, -0.02, 0.69], [4.18, 0.07, 4.18], [-0.69, -0.06, 0.06], [0.10, 0.02, 0.27], [-0.09, 0.01, -1.08], [0.90, 0.00, 0.11], [-0.58, 0.01, -0.31], [0.34, 0.00, 1.29], [0.30, -0.02, 0.06], [0.07, -0.02, 0.03], [0.11, -0.01, -0.06], [0.04, 0.00, -0.12], [-0.09, 0.00, -0.03], [-0.04, 3.62, -0.08], [0.19, -1.58, -0.06], [-0.63, 0.06, -0.25], [-0.15, -0.09, 0.04], [0.19, 0.03, 0.05], [0.10, -0.07, 0.14], [-0.10, 0.62, -0.02], [-1.09, 0.52, -1.85], [0.35, 0.07, -0.59], [0.10, 0.36, -0.08], [-0.35, 0.09, 0.11], [-0.16, -0.01, 0.04], [0.05, 0.04, 0.24], [0.15, 0.06, 0.00], [-0.06, 0.65, 0.14], [-0.02, 0.02, -0.03], [0.06, -0.21, -0.17], [0.03, -0.14, -0.07], [-0.09, -0.16, 0.17], [-0.05, 0.09, 0.12], [0.04, -0.07, 0.05], [0.13, -0.07, 0.06], [0.09, 0.07, -0.02], [0.11, 0.10, 0.00], [-0.15, 0.23, -1.40], [-0.13, -0.05, -0.25], [-0.18, 0.01, 0.02], [-0.10, 0.03, 0.09], [0.01, 0.02, 0.17], [0.07, -0.04, 0.14], [0.10, 0.07, -0.19], [0.05, -0.09, -0.14], [0.00, -0.14, -0.03], [-0.05, -0.14, 0.10], [-0.04, -0.09, 0.17], [-0.04, -1.13, -0.13], [0.10, -0.69, 0.10], [0.65, 0.29, 0.00], [-0.36, 0.22, -0.61], [-0.34, 0.26, 0.59], [2.75, -0.65, 1.99]], "largest_force_ev_per_a": 7.9, "energy_ev": -67122.9704, "charge": -1, "orbital_gap_ev": 4.634}